[1]
{"formula": "C28H31GeILiN4O2", "method": "the ωB97M-V functional and the def2-TZVPD basis", "lumo_energy_ev": -2.5, "charge": 1, "species": ["Li", "I", "C", "C", "C", "C", "C", "C", "C", "C", "C", "C", "H", "H", "H", "H", "H", "H", "N", "C", "C", "C", "C", "N", "C", "N", "N", "C", "O", "O", "H", "H", "H", "H", "H", "H", "H", "H", "H", "H", "H", "H", "H", "H", "Ge", "C", "C", "C", "C", "C", "C", "C", "C", "C", "C", "C", "C", "H", "H", "H", "H", "H", "H", "H", "H", "H", "H", "H"], "xyz": [[0.441309, 0.434530, 0.174969], [2.980498, -0.194847, -0.891893], [2.157272, -2.063580, -1.373802], [3.035741, -3.093461, -1.552392], [2.553666, -4.410878, -1.683987], [1.221149, -4.656165, -1.538646], [0.305660, -3.596023, -1.337452], [-1.064697, -3.875205, -1.089191], [-1.949275, -2.866449, -0.870109], [-1.528908, -1.524620, -1.030438], [-0.227175, -1.192401, -1.317224], [0.750020, -2.247397, -1.346796], [4.101139, -2.908679, -1.561229], [3.252796, -5.220358, -1.846105], [0.840418, -5.670306, -1.564870], [-1.386229, -4.910554, -1.072703], [-2.991026, -3.089291, -0.669791], [-2.276656, -0.739435, -1.003194], [0.640486, -0.700123, 2.039400], [-0.717611, -0.584913, 2.602394], [-0.671247, -0.371202, 4.124934], [-1.983014, -0.098816, 4.850223], [-2.957047, -1.261853, 4.898476], [-3.570614, -1.559023, 3.601239], [-4.375324, -0.715100, 2.970407], [-4.951601, 0.286638, 3.624206], [-4.743925, -0.969836, 1.704164], [-1.488073, 0.527615, 1.861190], [-2.702971, 0.638293, 2.093980], [-0.804583, 1.218300, 1.055787], [1.060025, -1.591109, 2.280117], [1.229618, 0.008603, 2.470099], [-1.230327, -1.521868, 2.363787], [-0.012353, 0.481749, 4.315885], [-0.177295, -1.240397, 4.573313], [-2.460212, 0.773876, 4.407559], [-1.750261, 0.150587, 5.888725], [-3.748379, -1.074898, 5.627981], [-2.463967, -2.176256, 5.226377], [-3.140215, -2.270806, 3.035336], [-4.572547, 0.567364, 4.510482], [-5.386983, 1.019430, 3.090533], [-4.117563, -1.533781, 1.152776], [-5.159816, -0.210717, 1.188949], [-0.196898, 0.384705, -2.608675], [0.545185, 2.179918, -2.478181], [-0.407085, 3.188106, -2.305946], [-0.039186, 4.526035, -2.357259], [1.282813, 4.873676, -2.588409], [2.236701, 3.881655, -2.770750], [1.872023, 2.544435, -2.713729], [0.321616, -0.608049, -4.199285], [-0.663627, -1.348550, -4.852906], [-0.337935, -2.162314, -5.929585], [0.979228, -2.250479, -6.359405], [1.967418, -1.516643, -5.718285], [1.639501, -0.699430, -4.644254], [-1.714164, 0.640905, -2.673699], [-1.442895, 2.930788, -2.122492], [-0.787895, 5.295327, -2.218872], [1.569652, 5.916522, -2.632031], [3.268223, 4.147766, -2.962907], [2.632721, 1.792577, -2.878628], [-1.695550, -1.289474, -4.523008], [-1.112264, -2.724415, -6.436204], [1.233455, -2.885258, -7.198514], [2.993994, -1.577457, -6.056354], [2.423165, -0.125196, -4.161540]], "atomic_forces_ev_per_a": [[0.5, -0.4, 0.1], [0.1, -0.2, -0.1], [0.0, 0.1, 0.0], [0.0, -0.1, 0.0], [0.0, 0.0, 0.0], [0.0, 0.0, 0.0], [0.0, 0.0, 0.1], [0.0, -0.1, 0.0], [0.0, 0.1, 0.1], [0.0, -0.1, 0.0], [0.1, 0.2, -0.1], [0.0, 0.0, 0.1], [0.0, 0.0, 0.0], [0.0, 0.0, 0.0], [0.0, 0.0, 0.0], [0.0, 0.0, 0.0], [0.0, 0.0, 0.0], [0.0, 0.0, 0.0], [-0.1, 0.1, 0.0], [0.2, -0.1, 0.0], [0.0, 0.0, 0.0], [0.1, 0.1, 0.3], [-0.1, -0.1, -0.2], [-0.1, -0.3, 0.2], [0.1, -0.1, -0.3], [-0.3, 0.1, 0.2], [-0.4, -0.3, 0.0], [0.2, 0.3, -0.2], [0.5, 0.4, -0.2], [-0.8, 0.4, 0.3], [0.0, 0.0, -0.1], [0.0, 0.0, 0.0], [0.1, 0.0, 0.0], [0.0, 0.0, -0.1], [0.0, 0.0, 0.0], [0.0, 0.1, 0.0], [0.0, 0.0, 0.0], [0.0, 0.0, 0.0], [0.0, 0.0, 0.0], [-0.1, 0.0, 0.0], [0.0, 0.0, 0.0], [0.0, 0.0, 0.0], [0.0, 0.1, 0.0], [0.1, 0.0, 0.0], [-0.3, -0.3, -0.4], [0.0, 0.0, 0.3], [0.1, 0.0, 0.1], [0.0, 0.0, 0.0], [0.0, 0.0, 0.0], [0.0, 0.0, 0.0], [0.0, 0.1, -0.1], [0.1, 0.0, 0.0], [0.1, 0.0, 0.0], [0.0, 0.0, 0.0], [0.0, 0.0, 0.0], [0.0, 0.0, 0.0], [0.0, 0.0, 0.0], [0.0, 0.0, 0.0], [0.0, 0.0, 0.0], [0.0, 0.0, 0.0], [0.0, 0.0, 0.0], [0.0, 0.0, 0.0], [-0.1, 0.1, 0.0], [0.0, 0.0, 0.0], [0.0, 0.0, 0.0], [0.0, 0.0, 0.0], [0.0, 0.0, 0.0], [0.0, 0.0, 0.0]], "lowdin_charge": [0.464, 1.126, -0.603, -0.139, -0.056, -0.019, -0.152, -0.014, -0.071, -0.149, -0.326, -0.246, 0.097, 0.114, 0.120, 0.121, 0.101, 0.089, 0.010, -0.299, -0.136, -0.182, -0.148, 0.093, -0.478, 0.226, 0.199, -0.617, -0.019, -0.110, 0.094, 0.086, 0.132, 0.128, 0.123, 0.101, 0.125, 0.124, 0.133, 0.147, 0.112, 0.136, 0.104, 0.127, 0.991, -0.340, -0.123, -0.072, -0.072, -0.075, -0.173, -0.300, -0.113, -0.079, -0.079, -0.076, -0.109, 0.034, 0.089, 0.108, 0.109, 0.108, 0.016, 0.097, 0.105, 0.106, 0.106, 0.076]}

***

[2]
{"formula": "C7H15O4S3", "method": "the ωB97M-V functional and the def2-TZVPD basis", "lumo_energy_ev": [2.7, 2.7], "charge": -1, "species": ["C", "C", "C", "C", "C", "C", "C", "O", "O", "O", "O", "S", "S", "S", "H", "H", "H", "H", "H", "H", "H", "H", "H", "H", "H", "H", "H", "H", "H"], "xyz": [[0.681797, 1.104964, -0.942438], [-0.247998, 1.717728, 0.104458], [2.019139, 0.657118, -0.353926], [-1.718855, 1.699715, -0.322409], [1.880193, -1.887660, -0.393151], [1.871769, -0.619760, 0.471878], [-2.448317, 0.438623, 0.012331], [-1.152405, -1.958105, 0.435821], [-1.279872, -1.071927, -1.855657], [1.352025, -2.987057, 0.306031], [2.925886, -0.669409, 1.429422], [-4.174473, 0.487377, -0.223533], [-2.136928, 0.117057, 2.533146], [-2.030105, -1.389891, -0.624721], [0.189677, 0.243796, -1.397626], [0.861529, 1.837122, -1.735977], [0.050703, 2.754234, 0.294808], [-0.168452, 1.182001, 1.050504], [2.427748, 1.434154, 0.298121], [2.740402, 0.480471, -1.156406], [-2.243106, 2.545711, 0.141838], [-1.781645, 1.828524, -1.411866], [2.913423, -2.141539, -0.658384], [1.312370, -1.708298, -1.313807], [0.910234, -0.597239, 1.005849], [0.395010, -2.779611, 0.421704], [2.836886, -1.523504, 1.874050], [-4.376102, 1.800647, -0.034148], [-1.610539, -0.995229, 2.044094]], "atomic_forces_ev_per_a": [[0.2, 0.0, 0.1], [0.1, 0.0, -0.2], [0.0, -0.2, 0.2], [0.6, 0.2, 0.2], [-0.1, 0.4, -0.1], [-0.2, 0.0, -0.3], [-0.4, -0.6, 2.1], [-0.1, 0.0, -0.2], [-0.1, -0.1, -0.2], [-0.3, -0.2, 0.3], [0.2, -0.2, 0.2], [-0.2, -0.1, -0.1], [-0.5, 0.9, -1.9], [0.0, 0.1, 0.1], [0.1, 0.2, 0.0], [0.0, 0.0, -0.1], [0.0, 0.0, 0.0], [0.0, 0.1, 0.0], [0.1, 0.0, 0.0], [0.1, 0.0, 0.0], [0.0, -0.2, -0.1], [-0.1, 0.0, 0.0], [0.0, 0.2, 0.0], [0.0, 0.0, 0.0], [0.1, 0.0, -0.1], [0.4, -0.1, -0.1], [0.0, 0.1, -0.1], [0.1, 0.0, 0.0], [0.3, -0.5, 0.2]], "lowdin_charge": [-0.204, -0.221, -0.150, -0.317, -0.234, -0.378, -0.827, -0.570, -0.517, -0.091, -0.045, 0.704, 0.341, 0.674, 0.068, 0.111, 0.110, 0.051, 0.114, 0.113, 0.097, 0.122, 0.124, 0.111, 0.126, 0.037, 0.087, -0.127, -0.310]}

***

The ΔE to the lowest compared entry with this formula, charge and spin results, record by record, are as follows: 0.237; 0.000 eV.
The electronic energy results, record by record, are as follows: -104413.428; -48198.080 eV.